Entry from the OMol25 dataset: C5H15NOSi2 in the gas phase in a non-equilibrium geometry (wB97M-V/def2-TZVPD).

Structure (XYZ):
```
24
Properties=species:S:1:pos:R:3:mulliken_charge:R:1
C -1.217 2.858 0.892 -0.65
C -0.372 1.846 0.984 -0.16
C 2.627 -0.603 -0.075 -1.04
C 1.100 -1.838 1.093 -0.86
C 0.059 1.217 -2.047 -1.21
N 1.372 -0.515 0.662 0.05
O -1.304 -0.548 -0.258 0.18
Si -2.653 -1.460 -0.140 0.33
Si -0.063 0.457 -0.253 0.11
H -1.549 3.411 1.662 0.36
H -1.634 3.152 -0.142 0.14
H 0.138 1.698 1.924 0.36
H 2.737 -1.410 -0.725 0.36
H 2.740 0.371 -0.579 0.33
H 3.526 -0.788 0.755 0.30
H 0.081 -2.047 1.462 0.24
H 1.069 -2.632 0.192 0.25
H 1.935 -2.259 1.900 0.25
H 0.679 0.598 -2.739 0.31
H -0.881 1.374 -2.374 0.39
H 0.646 2.108 -2.012 0.40
H -3.334 -1.519 -1.352 -0.15
H -3.364 -0.730 0.839 -0.15
H -2.343 -2.742 0.333 -0.14
```

Results
F_max ... 5.3 eV/A
Calculated total energy ... -908.47788 hartree
LUMO energy ... 0.792 eV
Kohn-Sham gap ... 0.33651 Ha
SMILES ... C=C[Si@](C)(O[SiH3])N(C)C